DFT (wB97M-V/def2-TZVPD) results for C34H29F3GeIrN3S3 as an isolated structure in a non-equilibrium geometry.

Geometry as XYZ:
```
74
C34H29F3GeIrN3S3, DFT wB97M-V/def2-TZVPD
Ir -0.626 -1.568 -0.021
Ge 0.607 1.453 -1.519
S -3.366 -4.078 -3.196
S 1.401 -0.797 1.290
S -1.766 -0.045 1.554
F 1.950 -1.908 -1.408
F 1.075 -3.789 -0.816
F 0.356 -2.749 -2.579
N -1.345 -3.253 1.170
N -2.507 -5.125 1.371
N -2.161 -2.730 -1.417
C -0.409 2.644 -2.747
C -1.054 1.340 3.822
C -0.461 4.057 1.604
C 1.924 3.850 1.769
C 4.714 0.528 -2.158
C -0.495 -0.107 -1.370
C -0.651 -3.084 3.578
C 2.559 1.328 -3.699
C 2.388 1.175 -2.323
C 0.725 2.582 0.094
C -2.566 -2.664 -2.635
C -1.925 4.387 -4.345
C 0.737 4.414 2.212
C 1.917 2.948 0.712
C -1.492 -4.926 4.929
C -2.009 -4.852 2.630
C 1.737 0.625 3.621
C -2.477 -3.938 -0.833
C 0.746 -2.516 -1.270
C 3.791 1.096 -4.298
C -1.781 2.457 -2.914
C -1.281 -3.665 2.481
C 4.877 0.711 -3.525
C -2.130 -5.508 3.848
C -3.141 -4.796 -1.652
C -0.557 0.486 2.678
C -2.535 3.317 -3.705
C -2.091 -4.116 0.544
C 0.736 0.167 2.581
C -0.765 -3.734 4.791
C 0.186 3.729 -3.394
C -0.463 3.143 0.561
C -0.561 4.590 -4.189
C 3.477 0.741 -1.566
H -2.511 5.064 -4.955
H -1.568 -5.400 5.899
H -3.118 -5.875 1.107
H -2.681 -6.436 3.943
H 3.906 1.224 -5.368
H 1.446 0.281 4.619
H -0.969 0.799 4.771
H 1.718 1.633 -4.311
H -2.101 1.596 3.665
H -0.077 5.424 -4.684
H 2.725 0.229 3.384
H 1.250 3.899 -3.272
H 5.554 0.205 -1.555
H -0.476 2.263 3.904
H -0.276 -3.312 5.659
H 5.842 0.543 -3.989
H 1.804 1.716 3.646
H -2.425 -1.818 -3.290
H -1.391 4.502 1.937
H -0.921 -0.366 -2.348
H -3.474 -5.802 -1.460
H 0.745 5.139 3.017
H -1.399 2.859 0.095
H -3.600 3.152 -3.820
H 2.862 4.124 2.240
H -2.260 1.624 -2.411
H -0.093 -2.161 3.467
H 2.855 2.533 0.362
H 3.343 0.541 -0.509
```

Its orbital gap (alpha / beta) is 4.7 / 4.7 eV. The net charge is -1. For the electronic energy, the calculation gives -140214.4374 eV. The LUMO energy (alpha / beta) comes out at 1.816 / 1.814 eV. Its spin multiplicity is 2. The strongest force on any atom is 2.5 eV/A. The expectation value of S² is 0.757. The value obtained for the energy above the lowest of the compared OMol25 structures with the same formula, charge and spin is 23.4 kcal per mole.


DFT (wB97M-V/def2-TZVPD) results for C34H29LuN6O2S4 as an isolated structure in a non-equilibrium geometry.

Geometry as XYZ:
```
76
C34H29LuN6O2S4, DFT wB97M-V/def2-TZVPD
Lu 0.194 0.180 -1.077
S 1.115 -1.281 2.439
S -1.195 0.322 1.298
S 2.505 -2.448 4.753
S 0.865 2.699 -2.079
O 2.277 0.021 -1.833
O 1.846 0.477 0.257
N -0.459 0.074 3.885
N 0.452 -0.577 4.715
N -0.214 -0.427 -3.493
N -1.801 -1.591 -1.487
N -2.067 1.558 -1.287
N 0.689 -2.255 -0.703
C 2.538 2.986 -1.556
C 0.092 0.135 -5.795
C -1.559 -2.290 -2.757
C -2.397 3.928 -1.467
C -1.697 -2.572 -0.400
C -0.992 0.092 6.547
C -1.834 2.813 -0.876
C 2.510 0.724 -0.805
C -0.784 -0.870 -6.167
C -3.228 3.741 -2.553
C 4.559 2.186 -0.443
C 1.310 -0.433 7.024
C 1.963 -2.642 -0.531
C 3.154 4.229 -1.707
C 3.279 1.980 -0.927
C -3.163 -1.032 -1.445
C 0.266 -0.318 6.115
C -3.534 2.448 -2.947
C 5.155 3.427 -0.611
C 1.079 -0.157 8.366
C -2.967 1.381 -2.267
C -0.173 0.235 8.810
C -1.358 -1.657 -5.183
C -3.488 -0.014 -2.521
C -1.204 0.361 7.888
C -0.010 -4.190 0.506
C -0.278 -3.023 -0.194
C 2.312 -3.784 0.158
C -1.043 -1.408 -3.857
C 4.447 4.441 -1.246
C 1.351 -1.413 4.136
C 1.303 -4.568 0.699
C -0.237 -0.227 2.650
C 0.352 0.324 -4.450
H -0.344 0.447 9.857
H -1.791 0.202 5.830
H 2.707 -1.990 -0.966
H -0.829 -4.774 0.907
H -2.043 -2.458 -5.430
H -3.878 -1.864 -1.528
H -4.577 0.068 -2.536
H 4.903 5.415 -1.374
H -3.664 4.588 -3.069
H 1.540 -5.458 1.268
H -2.054 -2.102 0.518
H 6.157 3.603 -0.245
H 3.355 -4.042 0.279
H 2.605 5.033 -2.182
H 2.291 -0.729 6.694
H -1.185 2.910 -0.017
H 0.569 0.773 -6.525
H -2.332 -3.446 -0.606
H -0.793 -3.046 -2.581
H -3.219 -0.358 -3.522
H 1.019 1.101 -4.098
H -3.291 -0.580 -0.460
H 1.900 -0.249 9.065
H -4.242 2.257 -3.744
H -1.019 -1.042 -7.210
H -2.154 4.912 -1.093
H -2.461 -2.821 -3.088
H -2.189 0.676 8.210
H 5.087 1.385 0.060
```

Its orbital gap is 7.2 eV. The net charge is 0. For the electronic energy, the calculation gives -125731.7345 eV. The LUMO energy comes out at 0.020 eV. The strongest force on any atom is 2.5 eV/A. The value obtained for the energy above the lowest of the compared OMol25 structures with the same formula, charge and spin is 0.0 kcal per mole.


DFT (wB97M-V/def2-TZVPD) results for C34H29N4OPtS2SeTe as an isolated structure.

Geometry as XYZ:
```
73
C34H29N4OPtS2SeTe, DFT wB97M-V/def2-TZVPD
Pt -0.267 -0.777 0.611
Te 2.539 -1.871 2.009
Se -2.778 -2.187 -1.185
S -1.578 0.313 2.231
S -0.744 0.921 -0.840
O -1.663 -3.936 0.124
N -4.927 5.330 -1.561
N -4.789 -4.372 -1.707
N 0.019 -2.642 1.074
N -5.982 4.568 2.333
C 3.658 -1.172 -2.168
C 2.992 -3.391 -0.638
C 4.517 -1.178 2.544
C -5.156 3.969 1.799
C 6.895 -1.550 2.831
C 0.236 -4.672 3.090
C 3.314 -3.515 -1.990
C -3.445 2.243 1.866
C -3.997 -3.553 -1.497
C 3.314 0.402 -0.286
C -0.733 -6.166 1.484
C 5.952 0.529 3.483
C 5.535 -3.408 1.892
C -0.390 -4.871 1.864
C 3.345 -0.997 -0.826
C 4.682 0.109 3.085
C -2.733 2.756 -0.764
C 2.583 -4.644 0.082
C -4.115 3.230 1.158
C 3.652 -2.424 -2.769
C 8.430 0.210 3.779
C 3.029 -2.126 -0.045
C -4.415 4.507 -0.936
C 0.527 -5.749 3.915
C 0.201 -7.039 3.521
C -2.412 1.500 1.291
C 5.643 -2.010 2.433
C -0.710 -3.707 0.937
C 3.570 1.115 3.258
C 3.975 -2.575 -4.230
C -2.052 1.766 -0.058
C 7.070 -0.280 3.359
C -0.431 -7.244 2.300
C -3.756 3.494 -0.180
H 3.932 -3.621 -4.535
H 3.501 1.119 -1.087
H 1.010 -5.579 4.870
H 3.473 1.395 4.310
H 0.431 -7.881 4.164
H 7.754 -2.207 2.732
H 3.889 -0.295 -2.765
H 2.691 -4.561 1.161
H -2.455 2.951 -1.791
H 2.603 0.761 2.910
H 0.488 -3.664 3.389
H 4.975 -2.196 -4.457
H 5.272 -3.403 0.832
H 9.174 -0.584 3.702
H 3.174 -5.492 -0.273
H 3.805 2.026 2.702
H 6.063 1.529 3.896
H 6.480 -3.942 2.011
H 2.339 0.620 0.157
H 1.531 -4.860 -0.115
H 8.764 1.040 3.151
H -3.728 2.045 2.891
H 3.280 -4.502 -2.442
H 4.067 0.549 0.487
H -0.695 -8.248 1.988
H 3.267 -2.017 -4.847
H 4.747 -3.965 2.403
H -1.247 -6.295 0.540
H 8.425 0.566 4.812
```

Its orbital gap (alpha / beta) is 5.1 / 6.1 eV. The net charge is -2. For the electronic energy, the calculation gives -141294.5701 eV. The LUMO energy (alpha / beta) comes out at 3.631 / 3.628 eV. Its spin multiplicity is 4. The strongest force on any atom is 0.4 eV/A. The expectation value of S² is 3.770. The value obtained for the energy above the lowest of the compared OMol25 structures with the same formula, charge and spin is 11.5 kcal per mole.


DFT (wB97M-V/def2-TZVPD) results for C34H29N5ORuS as an isolated structure in a non-equilibrium geometry.

Geometry as XYZ:
```
71
C34H29N5ORuS, DFT wB97M-V/def2-TZVPD
Ru 0.273 -1.424 -0.328
S 0.444 -1.491 2.083
O 2.995 -2.629 -0.804
N -0.305 -3.607 0.341
N -0.275 -1.038 -2.343
N 2.244 0.455 0.476
N -1.777 -1.555 -0.297
N -0.282 0.833 0.002
C 1.599 -0.333 2.670
C 3.281 1.427 2.436
C 3.925 2.125 0.232
C 0.452 -0.979 -3.450
C -2.322 -0.656 -1.185
C -0.179 1.966 -0.140
C -1.415 3.987 -0.671
C 1.023 3.737 -1.303
C 2.378 0.509 1.824
C 2.771 1.160 -1.783
C 0.039 -0.287 -4.585
C -1.538 -3.536 0.905
C -1.987 0.299 -3.438
C 3.367 1.516 3.836
C 2.975 1.233 -0.299
C -2.395 -2.473 0.490
C -1.071 -5.499 2.227
C -1.988 -4.505 1.832
C -3.244 0.930 -3.332
C 0.361 3.942 1.130
C 4.070 2.230 1.586
C -3.731 -2.531 0.875
C 0.170 -5.540 1.645
C 2.605 0.698 4.627
C 2.015 -2.086 -0.639
C -1.507 -0.451 -2.340
C -0.051 3.413 -0.255
C -3.966 0.823 -2.170
C 1.733 -0.226 4.046
C -3.522 0.038 -1.099
C -4.172 -3.505 1.774
C 0.509 -4.584 0.687
C -1.163 0.381 -4.576
C -3.322 -4.454 2.283
H 3.462 0.438 -2.227
H 1.118 4.818 -1.391
H -3.618 1.510 -4.165
H -5.211 -3.506 2.075
H -4.907 1.349 -2.081
H -4.087 0.021 -0.181
H 0.887 -6.303 1.913
H 4.050 2.236 4.270
H 2.676 0.765 5.704
H 1.142 -0.885 4.668
H 4.525 2.725 -0.439
H 0.493 5.023 1.078
H -1.341 5.073 -0.719
H 0.750 3.332 -2.278
H 1.988 3.324 -1.007
H -3.671 -5.189 2.996
H -0.410 3.724 1.868
H -1.488 0.957 -5.432
H 4.777 2.925 2.020
H 1.468 -4.614 0.186
H 1.754 0.847 -2.006
H -2.183 3.723 0.055
H -4.443 -1.830 0.475
H 2.967 2.126 -2.246
H -1.716 3.615 -1.651
H 0.670 -0.271 -5.462
H 1.297 3.489 1.459
H -1.360 -6.222 2.978
H 1.393 -1.513 -3.426
```

Its orbital gap (alpha / beta) is 6.3 / 4.9 eV. The net charge is +1. For the electronic energy, the calculation gives -58640.0691 eV. The LUMO energy (alpha / beta) comes out at -3.318 / -4.577 eV. Its spin multiplicity is 2. The strongest force on any atom is 4.5 eV/A. The expectation value of S² is 0.765. The value obtained for the energy above the lowest of the compared OMol25 structures with the same formula, charge and spin is 65.2 kcal per mole.